This record from the Open Molecules 2025 dataset describes a cluster of 7 separate species, C31H46BF18O14 in total at a distorted geometry. The level of theory is wB97M-V/def2-TZVPD.

Structure (XYZ):
```
110
Properties=species:S:1:pos:R:3
B 4.71566 -2.83531 4.39925
C 4.54868 -1.23079 4.04909
C 3.87350 -0.34912 5.20105
C 2.29870 -0.54972 5.36488
C 1.46024 -0.28616 4.01586
C -0.11037 -0.40983 4.42058
O -0.61054 -1.62475 3.79653
C -1.35472 -2.42486 4.68883
C -2.92801 -2.62842 4.40175
O -0.89235 -3.03077 5.67842
H 4.38835 -3.49657 3.43917
H 5.87899 -3.06759 4.58533
H 4.12012 -3.20316 5.36515
H 5.59776 -0.79777 3.83995
H 3.99051 -1.16826 3.04288
H 4.39623 -0.46529 6.22111
H 4.04871 0.75854 4.90972
H 1.93944 0.25678 6.11220
H 2.01754 -1.54926 5.86444
H 1.65941 0.81319 3.73327
H 1.71590 -0.99475 3.16746
H -0.21270 -0.38923 5.55208
H -0.61660 0.54731 4.02172
H -3.57794 -2.29220 5.27294
H -3.14666 -2.03384 3.44259
H -3.19365 -3.72241 4.19965
C -6.05932 1.39464 4.32311
C -5.78011 2.76101 3.72891
O -4.65957 3.37778 4.38012
C -3.44169 3.00004 3.94069
O -3.25760 2.19915 3.06469
C -2.34762 3.76492 4.68020
F -2.56952 3.83209 6.00819
F -2.24557 5.03888 4.24742
F -1.13612 3.20981 4.52571
H -6.19394 1.46831 5.40521
H -6.95879 0.95927 3.88459
H -5.22388 0.71201 4.15111
H -6.63732 3.41608 3.89251
H -5.62001 2.70494 2.64887
C 1.35385 -5.00095 2.05412
C -0.05443 -5.28721 2.53634
O -0.65478 -6.34140 1.75942
C -0.33844 -7.59789 2.12217
O 0.39722 -7.87854 3.02945
C -1.08168 -8.60454 1.24860
F -1.05525 -8.27633 -0.06008
F -2.38500 -8.70157 1.58986
F -0.57274 -9.84562 1.33723
H 1.35415 -4.78262 0.98276
H 1.78016 -4.14969 2.58783
H 2.00505 -5.86492 2.20395
H -0.67711 -4.40153 2.39793
H -0.07278 -5.52977 3.60222
C 4.28935 5.94051 0.97891
C 2.88412 5.65501 1.46983
O 2.28399 4.60381 0.69911
C 2.60522 3.34458 1.06289
O 3.34843 3.07215 1.96969
C 1.85695 2.33459 0.19025
F 1.87728 2.66432 -1.12010
F 0.55637 2.23497 0.53411
F 2.36648 1.09120 0.27254
H 4.28321 6.15740 -0.09242
H 4.71882 6.79242 1.50891
H 4.94138 5.07631 1.12554
H 2.26096 6.54047 1.33432
H 2.87120 5.41319 2.53603
C -3.42132 -8.56066 -2.36329
C -4.71888 -9.04289 -1.74629
O -5.61320 -7.94195 -1.51796
C -6.33549 -7.53862 -2.58041
O -6.26891 -8.03513 -3.67336
C -7.27380 -6.40182 -2.18484
F -6.66746 -5.47428 -1.41838
F -8.33181 -6.85024 -1.47808
F -7.77221 -5.74912 -3.24874
H -2.97168 -7.77937 -1.74636
H -2.71157 -9.38341 -2.46252
H -3.59164 -8.12797 -3.35201
H -4.51856 -9.49148 -0.77204
H -5.19619 -9.81055 -2.36138
C -0.26892 5.50066 -4.05726
C 1.17407 5.15054 -4.36107
O 1.91888 6.32902 -4.71335
C 2.37405 7.06804 -3.68357
O 2.19065 6.80121 -2.52684
C 3.18598 8.25382 -4.19718
F 2.59131 8.87709 -5.23510
F 4.40672 7.87509 -4.62724
F 3.38513 9.19098 -3.25494
H -0.71572 6.04255 -4.89498
H -0.85333 4.59881 -3.86852
H -0.34090 6.15055 -3.18202
H 1.21764 4.48418 -5.22085
H 1.64563 4.62702 -3.52500
C 3.45839 3.97554 -11.00347
C 2.77890 4.72668 -9.87572
O 1.84234 3.87879 -9.19337
C 2.36212 3.05889 -8.25807
O 3.52947 3.00314 -7.98041
C 1.25547 2.25565 -7.58035
F 0.36364 1.75772 -8.45944
F 0.55205 3.00976 -6.70837
F 1.72600 1.20785 -6.88661
H 2.71486 3.54585 -11.67951
H 4.11005 4.64046 -11.57263
H 4.05782 3.14675 -10.61991
H 2.20696 5.56238 -10.28180
H 3.50644 5.14546 -9.17539
```

* ΔE to the lowest compared entry with this formula, charge and spin: 0.0 kJ/mol
* net charge: -1
* multiplicity: 1
* LUMO level: 0.0568 Ha
* max |F|: 0.08198 hartree/bohr